Record 1
A structure of composition C30H45BrMnO2P2. Source: the OMol25 dataset; level of theory: ωB97M-V/def2-TZVPD.

Results
charge: +1
spin multiplicity: 5
HOMO (spin up / spin down): -10.5708 / -10.8224 eV
calculated total energy: -155870.0210 eV
orbital gap (spin up / spin down): 6.371 / 7.401 eV

Atoms and positions in Å:
1 Mn 0.02100 -0.13085 -0.22826
2 C -0.94953 -1.73320 0.88467
3 C 0.38287 -2.10370 0.44683
4 C 0.57699 -0.39978 2.02368
5 C -0.81512 -0.68214 1.85355
6 C 1.32314 -1.26713 1.16064
7 C -2.21678 -2.41958 0.53046
8 H -2.17272 -2.85138 -0.47465
9 H -3.06613 -1.72725 0.56953
10 H -2.43388 -3.23474 1.23608
11 C -1.91498 -0.16811 2.70670
12 H -2.89555 -0.42994 2.29265
13 H -1.87751 0.92705 2.78566
14 H -1.85391 -0.59584 3.72020
15 C 1.16838 0.42020 3.11096
16 H 1.27361 -0.16940 4.03872
17 H 0.54416 1.29605 3.33441
18 H 2.16244 0.79259 2.83638
19 C 2.80360 -1.37291 1.11182
20 H 3.18421 -2.04132 1.89720
21 H 3.27725 -0.39563 1.26679
22 H 3.14583 -1.76964 0.15009
23 C 0.73040 -3.23188 -0.45618
24 H 0.94466 -4.16105 0.10048
25 H 1.62582 -2.99609 -1.05190
26 H -0.09540 -3.44636 -1.15054
27 C -1.79614 1.46995 -6.71369
28 C -1.87544 0.13122 -6.70892
29 C -1.06136 -0.80403 -7.55435
30 C 0.30196 -0.27424 -8.04196
31 C 1.24525 0.19298 -6.97042
32 C 1.32142 1.40694 -6.41072
33 C 0.51129 2.61079 -6.79788
34 C -0.83996 2.33207 -7.48467
35 H -1.64709 -1.08418 -8.44579
36 H 0.13734 0.47629 -8.82196
37 H -0.89666 -1.74479 -7.00856
38 H -0.65845 1.96624 -8.50032
39 H -2.54768 2.03687 -6.15072
40 H -2.68968 -0.34581 -6.14749
41 H -1.33324 3.30738 -7.61800
42 H 0.33229 3.23476 -5.90996
43 H 2.12576 1.60777 -5.68912
44 H 1.10680 3.24030 -7.47998
45 H 0.79884 -1.11243 -8.55437
46 H 1.99045 -0.56012 -6.68193
47 P -1.31133 0.29742 -2.02559
48 C -2.86805 1.20838 -1.96754
49 C -1.49181 -1.08012 -3.20556
50 P 1.51100 0.83951 -1.75618
51 C 0.02794 1.35055 -2.76993
52 C 2.44549 -0.31990 -2.80615
53 C 2.56510 2.29279 -1.50109
54 H -2.82856 1.93522 -1.14025
55 H -3.68216 0.49823 -1.76020
56 H -3.06197 1.71483 -2.92450
57 H -1.60308 -0.72580 -4.24353
58 H -2.38420 -1.65567 -2.91708
59 H -0.61897 -1.74654 -3.14056
60 H 2.83660 2.78503 -2.44525
61 H 3.47478 1.98263 -0.96905
62 H 2.03392 3.00110 -0.85142
63 H -0.19228 2.41215 -2.58318
64 H 0.16428 1.15616 -3.84658
65 H 3.41252 -0.50068 -2.31122
66 H 2.61693 0.09270 -3.81174
67 H 1.91215 -1.27808 -2.88706
68 Br 2.33491 3.58638 1.96588
69 C 0.72716 4.58186 2.18427
70 C 0.84188 5.81336 2.85854
71 C -0.30050 6.57987 3.13142
72 C -1.55830 6.11597 2.73638
73 C -1.67407 4.89856 2.06735
74 C -0.54085 4.13768 1.72975
75 C -0.77473 2.89429 0.89237
76 O -1.94331 2.42530 0.84388
77 O 0.24738 2.41228 0.30188
78 H 1.81592 6.17503 3.16858
79 H -0.19984 7.53336 3.64179
80 H -2.45675 6.69394 2.94517
81 H -2.65440 4.52485 1.77547

Cartesian forces (eV/Å) of the 3 atoms listed first:
0.32 1.83 1.67
1.46 -0.35 -0.32
-0.19 -0.30 1.40


Record 2
The molecule C5H6O. Source: the OMol25 dataset; level of theory: ωB97M-V/def2-TZVPD.

Results
structure (SMILES): C#CC(=O)CC
HOMO: -10.3532 eV
calculated total energy: -7327.5167 eV
orbital gap: 10.670 eV

Atoms and positions in Å:
1 C 0.62646 -1.59251 0.67356
2 C -0.35060 -0.46966 0.36118
3 C -0.00728 0.24546 -0.93347
4 O 0.52658 -0.28355 -1.88279
5 C -0.38816 1.65828 -0.89805
6 C -0.69752 2.79458 -0.63983
7 H 0.22440 -2.25901 1.44024
8 H 1.57875 -1.19153 1.03415
9 H 0.82535 -2.16972 -0.22758
10 H -0.40106 0.26989 1.16643
11 H -1.37251 -0.85731 0.23773
12 H -0.95947 3.80452 -0.40756

Cartesian forces (eV/Å) of the 3 atoms listed first:
0.05 -0.09 0.07
0.00 -0.07 0.06
0.11 -0.10 -0.14


Record 3
A cluster of 2 separate species, C2H4S2 in total. Source: the OMol25 dataset; level of theory: ωB97M-V/def2-TZVPD.

Results
HOMO (spin up / spin down): -8.8050 / -8.8212 eV
calculated total energy: -23804.7524 eV
orbital gap (spin up / spin down): 5.730 / 5.779 eV

Atoms and positions in Å:
1 C -0.15908 1.08268 -0.37527
2 C 0.46574 -0.09859 0.04529
3 S -0.78336 -2.68989 1.74029
4 S -0.72170 1.16807 -1.95181
5 H -0.51034 1.83718 0.20432
6 H 0.66610 -0.65999 -0.91768
7 H -0.35203 -0.74015 0.60153
8 H 1.39467 0.10069 0.65333

Cartesian forces (eV/Å) of the 3 atoms listed first:
-2.21 0.00 -5.23
1.16 -3.18 0.69
-0.03 -0.10 0.06